# 1
{
  "formula": "C4H6OS",
  "method": "wB97M-V/def2-TZVPD",
  "e_tot_ha": -629.341558,
  "homo_energy_ha": -0.327,
  "smiles": "S=CC1COC1",
  "relative_energy_kj_mol": 277.28,
  "multiplicity": 1,
  "elements": ["S", "O", "C", "C", "C", "C", "H", "H", "H", "H", "H", "H"],
  "positions_angstrom": [[0.77, 1.36, -1.80], [-0.72, -1.47, 1.75], [0.57, -0.91, 1.43], [-0.15, 0.22, 0.52], [0.18, 0.21, -0.85], [-1.43, -0.64, 0.72], [-2.39, -0.11, 1.00], [0.12, -0.90, -1.12], [-0.16, 1.19, 0.99], [1.17, -0.49, 2.22], [-1.56, -1.35, -0.11], [1.12, -1.57, 0.87]]
}


# 2
{
  "formula": "C4H6OS2",
  "method": "wB97M-V/def2-TZVPD",
  "e_tot_ha": -1027.572814,
  "homo_energy_ha": -0.342,
  "relative_energy_kj_mol": 154.19,
  "multiplicity": 1,
  "elements": ["S", "S", "O", "C", "C", "C", "C", "H", "H", "H", "H", "H", "H"],
  "positions_angstrom": [[-1.67, 0.87, -0.08], [2.06, -0.74, 0.02], [-3.10, -1.27, 0.18], [1.03, 0.32, 1.20], [0.19, 0.78, -0.04], [0.82, -0.07, -1.15], [-1.98, -0.89, 0.07], [-1.07, -1.48, -0.03], [0.11, -0.80, -1.52], [1.58, 1.13, 1.82], [0.52, 1.83, -0.40], [0.36, -0.29, 1.91], [1.14, 0.62, -1.98]]
}


# 3
{
  "formula": "C4H6P2S",
  "method": "wB97M-V/def2-TZVPD",
  "e_tot_ha": -1236.692620,
  "homo_energy_ha": [-0.275, -0.285],
  "relative_energy_kj_mol": 462.28,
  "multiplicity": 1,
  "elements": ["S", "P", "P", "C", "C", "C", "C", "H", "H", "H", "H", "H", "H"],
  "positions_angstrom": [[-2.28, -0.28, -0.79], [-1.56, -1.13, 2.05], [0.92, 0.21, 1.50], [-1.04, 0.42, -1.74], [0.35, 0.21, -1.47], [-1.32, -0.98, 0.36], [1.10, 0.10, -0.31], [1.02, 0.46, -2.24], [2.21, 0.87, 1.75], [0.38, 1.42, 1.81], [-0.48, -1.94, 2.24], [-1.40, 0.74, -2.73], [2.12, -0.09, -0.43]]
}


# 4
{
  "formula": "C4H6S",
  "method": "wB97M-V/def2-TZVPD",
  "e_tot_ha": -554.113897,
  "homo_energy_ha": -0.321,
  "smiles": "C/C=C/C=S",
  "relative_energy_kj_mol": 152.99,
  "multiplicity": 1,
  "elements": ["S", "C", "C", "C", "C", "H", "H", "H", "H", "H", "H"],
  "positions_angstrom": [[3.28, -0.18, -0.31], [-0.35, -0.28, 0.35], [2.01, 0.70, 0.34], [0.65, 0.43, -0.15], [-1.72, -0.44, -0.27], [-1.83, 0.05, -1.30], [-2.44, -0.11, 0.49], [2.17, 1.33, 1.11], [0.40, 0.93, -1.20], [-0.28, -0.78, 1.31], [-1.89, -1.66, -0.36]]
}


# 5
{
  "formula": "C4H6S",
  "method": "wB97M-V/def2-TZVPD",
  "e_tot_ha": -554.014907,
  "homo_energy_ha": [-0.305, -0.325],
  "relative_energy_kj_mol": 412.88,
  "multiplicity": 1,
  "elements": ["S", "C", "C", "C", "C", "H", "H", "H", "H", "H", "H"],
  "positions_angstrom": [[2.08, 0.38, 0.44], [1.24, -1.08, -0.09], [-1.46, 0.39, 0.64], [-0.54, 0.94, -0.42], [0.82, 0.18, -0.76], [1.80, -1.88, -0.70], [-1.00, -0.12, 1.53], [0.67, -1.60, 0.72], [-0.13, 1.90, -0.27], [-2.34, -0.03, 0.30], [-1.14, 0.93, -1.37]]
}


# 6
{
  "formula": "C4H6S",
  "method": "wB97M-V/def2-TZVPD",
  "e_tot_ha": -554.125759,
  "homo_energy_ha": -0.320,
  "smiles": "C=C[C@@H]1CS1",
  "relative_energy_kj_mol": 121.84,
  "multiplicity": 1,
  "elements": ["S", "C", "C", "C", "C", "H", "H", "H", "H", "H", "H"],
  "positions_angstrom": [[1.26, -0.71, -0.06], [-2.44, -0.17, 0.15], [-0.06, 0.34, 0.38], [-1.28, 0.16, -0.40], [1.20, 1.07, -0.03], [-2.63, -0.55, 1.10], [-0.23, 0.39, 1.43], [-1.28, 0.18, -1.51], [1.71, 1.39, 0.81], [-3.40, -0.04, -0.48], [1.18, 1.47, -1.04]]
}


# 7
{
  "formula": "C4H6S",
  "method": "wB97M-V/def2-TZVPD",
  "e_tot_ha": -554.002061,
  "homo_energy_ha": [-0.305, -0.281],
  "relative_energy_kj_mol": 446.61,
  "multiplicity": 1,
  "elements": ["S", "C", "C", "C", "C", "H", "H", "H", "H", "H", "H"],
  "positions_angstrom": [[2.27, 0.30, 0.39], [1.38, -1.23, -0.16], [0.87, 0.04, -0.58], [-0.55, 0.85, -0.37], [-1.59, 0.43, 0.55], [-0.42, 1.92, -0.03], [-1.03, 0.72, -1.44], [-1.46, 0.75, 1.54], [0.87, -1.70, 0.73], [-2.34, -0.43, 0.32], [2.00, -1.64, -0.96]]
}


# 8
{
  "formula": "C4H6S",
  "method": "wB97M-V/def2-TZVPD",
  "e_tot_ha": -553.957417,
  "homo_energy_ha": -0.350,
  "relative_energy_kj_mol": 563.82,
  "multiplicity": 1,
  "elements": ["S", "C", "C", "C", "C", "H", "H", "H", "H", "H", "H"],
  "positions_angstrom": [[2.56, -0.23, -0.26], [-0.16, 0.07, -0.56], [0.99, 0.56, 0.22], [-1.56, -0.18, -0.23], [-2.78, -0.13, 0.00], [1.15, 1.78, 0.10], [0.35, -0.90, -0.33], [0.02, 0.50, -1.53], [-4.09, -0.59, 0.14], [2.61, -1.21, 1.23], [0.93, 0.34, 1.22]]
}


# 9
{
  "formula": "C4H6S",
  "method": "wB97M-V/def2-TZVPD",
  "e_tot_ha": -554.094217,
  "homo_energy_ha": -0.310,
  "smiles": "C1=CCSC1",
  "relative_energy_kj_mol": 204.66,
  "multiplicity": 1,
  "elements": ["S", "C", "C", "C", "C", "H", "H", "H", "H", "H", "H"],
  "positions_angstrom": [[1.07, -0.39, -0.07], [-1.39, -0.17, 0.14], [-0.95, 1.00, -0.22], [-0.50, -1.25, 0.05], [0.60, 1.23, 0.15], [1.09, 1.86, -0.60], [-0.58, -1.67, 0.96], [-0.53, -2.04, -0.78], [-1.76, 1.77, -0.49], [-2.57, -0.27, 0.02], [0.60, 1.73, 1.30]]
}


# 10
{
  "formula": "C4H6S2",
  "method": "wB97M-V/def2-TZVPD",
  "e_tot_ha": -952.198276,
  "homo_energy_ha": -0.290,
  "relative_energy_kj_mol": 449.27,
  "multiplicity": 1,
  "elements": ["S", "S", "C", "C", "C", "C", "H", "H", "H", "H", "H", "H"],
  "positions_angstrom": [[-0.07, 1.99, -0.27], [1.96, -0.37, 0.05], [-0.95, -0.64, -0.86], [0.25, -1.21, 0.08], [0.95, 0.92, 0.88], [-0.88, 0.76, -1.11], [0.01, 0.52, 1.41], [-1.59, 1.03, -2.05], [-1.79, -1.29, -1.05], [0.43, -2.55, 0.01], [1.69, 1.62, 1.53], [0.00, -0.77, 1.39]]
}


# 11
{
  "formula": "C4H6S2",
  "method": "wB97M-V/def2-TZVPD",
  "e_tot_ha": -952.334651,
  "homo_energy_ha": -0.312,
  "smiles": "CC(=S)[C@H]1CS1",
  "relative_energy_kj_mol": 91.22,
  "multiplicity": 1,
  "elements": ["S", "S", "C", "C", "C", "C", "H", "H", "H", "H", "H", "H"],
  "positions_angstrom": [[1.46, 0.31, -1.02], [-1.52, 0.87, 0.81], [-0.29, -0.42, 0.82], [0.15, 0.77, 1.55], [0.35, -0.69, -0.50], [-0.07, -1.88, -1.38], [0.81, -2.53, -1.55], [0.84, 1.48, 1.11], [-0.48, -1.35, 1.42], [-0.82, -2.47, -0.90], [0.20, 0.78, 2.68], [-0.46, -1.52, -2.28]]
}


# 12
{
  "formula": "C4H6S2",
  "method": "wB97M-V/def2-TZVPD",
  "e_tot_ha": -952.273511,
  "homo_energy_ha": -0.337,
  "smiles": "C#CC(C)(S)S",
  "relative_energy_kj_mol": 251.74,
  "multiplicity": 1,
  "elements": ["S", "S", "C", "C", "C", "C", "H", "H", "H", "H", "H", "H"],
  "positions_angstrom": [[1.13, 1.33, 0.95], [1.46, -1.33, -0.62], [0.36, 0.06, -0.15], [-1.54, -1.22, 1.42], [-0.66, -0.69, 0.78], [-0.27, 0.73, -1.42], [2.53, -1.16, 0.21], [-1.02, 0.09, -1.90], [0.56, 0.82, 2.08], [-0.74, 1.71, -1.23], [0.67, 0.92, -1.94], [-2.49, -1.27, 1.83]]
}


# 13
{
  "formula": "C4H6S3",
  "method": "wB97M-V/def2-TZVPD",
  "e_tot_ha": -1350.528776,
  "homo_energy_ha": -0.316,
  "smiles": "CSC(=S)CC=S",
  "relative_energy_kj_mol": 48.10,
  "multiplicity": 1,
  "elements": ["S", "S", "S", "C", "C", "C", "C", "H", "H", "H", "H", "H", "H"],
  "positions_angstrom": [[3.61, 0.35, -0.30], [-1.25, -0.73, 0.01], [0.13, 1.89, 0.20], [2.31, -0.59, -0.28], [-2.52, 0.42, -0.53], [0.15, 0.24, 0.35], [1.26, -0.56, 0.83], [1.69, -0.12, 1.73], [2.14, -1.30, -1.06], [-3.39, -0.17, -0.73], [0.80, -1.54, 1.08], [-2.20, 0.89, -1.46], [-2.72, 1.22, 0.18]]
}


# 14
{
  "formula": "C4H6S3",
  "method": "wB97M-V/def2-TZVPD",
  "e_tot_ha": -1350.487358,
  "homo_energy_ha": -0.301,
  "smiles": "C1=CSCSCS1",
  "relative_energy_kj_mol": 156.84,
  "multiplicity": 1,
  "elements": ["S", "S", "S", "C", "C", "C", "C", "H", "H", "H", "H", "H", "H"],
  "positions_angstrom": [[1.98, -0.27, -0.23], [-0.77, -1.75, -0.07], [-1.53, 1.13, 0.37], [-1.46, -0.16, -0.86], [1.42, 1.34, -0.11], [0.13, 1.87, -0.11], [0.56, -1.07, 0.87], [0.52, -0.34, 1.69], [1.15, -1.98, 1.24], [2.13, 2.08, -0.12], [-0.70, 0.08, -1.59], [0.36, 2.84, 0.04], [-2.37, -0.36, -1.21]]
}


# 15
{
  "formula": "C4H7AsF6KN",
  "method": "wB97M-V/def2-TZVPD",
  "e_tot_ha": -3645.968746,
  "s_squared": 0.756,
  "total_charge": 1,
  "homo_energy_ha": [-0.587, -0.532],
  "multiplicity": 2,
  "elements": ["As", "K", "F", "F", "F", "F", "F", "F", "N", "C", "C", "C", "C", "H", "H", "H", "H", "H", "H", "H"],
  "positions_angstrom": [[4.03, 2.80, 0.55], [2.70, 0.07, 2.29], [2.85, 3.97, 1.22], [3.94, 3.57, -1.09], [2.65, 1.67, 0.19], [4.31, 2.08, 2.11], [5.22, 1.50, -0.15], [5.42, 3.81, 1.00], [0.05, -0.36, 1.07], [-0.76, -1.05, 0.48], [-2.78, -1.10, -0.94], [-3.99, -2.05, -1.04], [-1.73, -1.91, -0.15], [-2.51, -0.81, -1.95], [-3.81, -2.91, -1.68], [-4.27, -2.45, -0.06], [-2.26, -2.45, 0.63], [-1.16, -2.65, -0.70], [-4.83, -1.48, -1.43], [-3.10, -0.24, -0.35]]
}


# 16
{
  "formula": "C4H7AuO2",
  "method": "wB97M-V/def2-TZVPD",
  "e_tot_ha": -442.214256,
  "s_squared": 3.759,
  "total_charge": 1,
  "homo_energy_ha": [-0.372, -0.568],
  "relative_energy_kj_mol": 34.74,
  "multiplicity": 4,
  "elements": ["Au", "O", "O", "C", "C", "C", "C", "H", "H", "H", "H", "H", "H", "H"],
  "positions_angstrom": [[-0.70, 2.26, 0.14], [0.05, -0.25, 0.87], [1.75, 1.30, -0.68], [1.27, -0.77, 0.46], [-1.05, -0.35, -0.10], [2.12, 0.21, -0.30], [-2.01, 0.80, -0.01], [-1.64, -1.24, 0.16], [-0.59, -0.63, -1.06], [1.85, -1.08, 1.34], [3.15, -0.15, -0.54], [1.14, -1.67, -0.17], [-2.62, 0.87, -0.93], [-2.73, 0.71, 0.83]]
}


# 17
{
  "formula": "C4H7BF2N5O6P",
  "method": "wB97M-V/def2-TZVPD",
  "e_tot_ha": -1447.987856,
  "homo_energy_ha": -0.348,
  "relative_energy_kj_mol": 0.00,
  "multiplicity": 1,
  "elements": ["P", "F", "F", "O", "O", "O", "O", "O", "O", "N", "N", "N", "N", "N", "C", "C", "C", "C", "B", "H", "H", "H", "H", "H", "H", "H"],
  "positions_angstrom": [[-0.57, 3.11, 1.07], [1.19, -3.35, -0.84], [-0.58, -4.73, -0.39], [-1.65, -0.74, 1.07], [-1.34, 2.91, -1.50], [0.66, 4.16, 1.22], [-0.87, -2.38, -0.23], [-0.11, -2.17, 3.14], [0.40, -3.52, 1.40], [1.06, 0.50, -0.37], [0.76, -0.31, -2.39], [-0.49, 2.34, -0.55], [0.00, 0.82, -2.28], [0.07, 1.81, 1.89], [1.36, -0.46, -1.22], [-0.20, -2.51, 1.99], [0.19, 1.28, -1.03], [-1.02, -1.76, 0.91], [0.06, -3.57, -0.06], [1.26, 3.96, 1.96], [2.01, -1.29, -0.99], [0.26, 1.99, 2.86], [-0.58, 1.19, -3.02], [-2.24, 2.69, -1.19], [0.78, -0.90, -3.21], [-0.42, 0.93, 1.75]]
}


# 18
{
  "formula": "C4H7BN2O2",
  "method": "wB97M-V/def2-TZVPD",
  "e_tot_ha": -441.486498,
  "homo_energy_ha": -0.337,
  "relative_energy_kj_mol": 280.35,
  "multiplicity": 1,
  "elements": ["O", "O", "N", "N", "C", "C", "C", "C", "B", "H", "H", "H", "H", "H", "H", "H"],
  "positions_angstrom": [[0.03, 1.49, 2.46], [-2.00, -2.48, -0.29], [0.13, -1.80, 0.57], [-1.16, -0.34, -0.35], [0.29, 1.88, -1.00], [-0.05, 1.08, 1.42], [-1.15, -1.65, -0.02], [1.09, -0.74, 0.32], [0.05, 0.53, 0.02], [0.22, 1.62, -2.02], [1.79, -0.67, 1.28], [-2.04, 0.04, -0.79], [0.54, -2.75, 0.68], [1.73, -0.92, -0.56], [1.19, 2.38, -0.89], [-0.66, 2.34, -0.81]]
}


# 19
{
  "formula": "C4H7BO2",
  "method": "wB97M-V/def2-TZVPD",
  "e_tot_ha": -331.848481,
  "homo_energy_ha": [-0.290, -0.306],
  "relative_energy_kj_mol": 410.61,
  "multiplicity": 1,
  "elements": ["O", "O", "C", "C", "C", "C", "B", "H", "H", "H", "H", "H", "H", "H"],
  "positions_angstrom": [[-1.19, 1.74, 0.25], [-2.52, -0.16, -0.17], [-0.02, -0.37, 0.15], [1.31, 0.05, 0.04], [1.84, 1.32, 0.09], [-0.22, -2.30, 0.16], [-1.34, 0.43, 0.12], [2.89, 1.63, 0.45], [0.55, -3.08, 0.11], [-1.22, -2.53, 0.44], [2.13, -0.74, 0.20], [-1.88, 2.35, 0.19], [-3.17, 0.55, -0.17], [1.34, 2.33, -0.10]]
}


# 20
{
  "formula": "C4H7Br2OP",
  "method": "wB97M-V/def2-TZVPD",
  "e_tot_ha": -5721.137987,
  "homo_energy_ha": [-0.331, -0.330],
  "relative_energy_kj_mol": 421.12,
  "multiplicity": 1,
  "elements": ["Br", "Br", "P", "O", "C", "C", "C", "C", "H", "H", "H", "H", "H", "H", "H"],
  "positions_angstrom": [[1.65, 3.18, -1.56], [0.48, -0.99, -3.89], [1.20, -0.07, -1.78], [2.66, -0.20, -1.62], [0.69, 0.88, 0.59], [0.25, -1.12, -0.63], [0.60, 1.69, -1.98], [-0.31, -0.24, 0.47], [-1.29, 0.04, 0.34], [-0.15, -0.85, 1.39], [1.12, -1.71, -0.37], [1.72, 0.62, 0.72], [0.36, 1.69, 1.05], [-0.53, -1.63, -1.14], [-0.36, 1.92, -2.15]]
}